# 1
C40H50BrNO5PtS3Se | ωB97M-V/def2-TZVPD

```
102
Properties=species:S:1:pos:R:3
C 0.296 4.034 0.365
C -1.669 2.138 -4.890
H 0.073 4.169 -4.392
H 1.657 4.478 1.980
C -4.332 0.874 -0.169
H 1.675 -1.680 3.984
H 1.174 5.982 0.191
C 1.757 -2.759 1.250
H -2.286 1.275 -4.634
C 1.370 3.615 1.373
H 1.000 2.836 2.030
H -1.695 4.875 0.405
C -0.391 1.891 -2.764
H 1.557 3.213 -4.264
H 3.386 0.663 4.072
S 1.453 1.169 5.902
Br -4.893 4.328 2.049
H 3.257 1.005 2.310
O 0.194 -1.226 2.223
H 0.154 -4.596 -3.106
H -4.551 3.058 -2.738
C -0.003 2.900 -1.881
H 2.263 3.253 0.856
O 1.488 0.959 3.264
H 2.618 -3.228 -4.462
H -4.276 -0.190 0.029
H 4.214 -3.724 -1.911
H 3.485 -5.294 -1.537
O -3.245 0.709 2.800
C 1.567 -3.237 -1.170
H -0.185 -0.132 -4.711
C 2.890 1.251 3.302
C 2.929 -4.545 2.579
H 3.573 -4.861 1.759
Pt -1.497 -0.143 2.218
C -4.353 1.227 2.314
H 0.654 3.258 -5.781
H -2.171 3.033 -4.518
C -0.265 2.013 -4.282
C 2.106 -3.870 -2.452
C -0.693 1.662 0.063
C -4.638 3.570 -0.662
H 4.484 -2.465 3.365
H -4.342 0.622 -2.297
C -0.943 0.757 -2.203
H 4.451 -2.455 1.595
H -5.082 -3.447 3.883
H 2.423 -3.126 4.664
C -0.918 4.584 1.111
C 0.874 5.174 -0.478
C 1.829 -2.744 3.831
C -4.598 3.100 0.642
C 0.360 -2.559 -1.185
H 3.651 -1.168 2.503
H -4.055 -1.904 1.985
H -1.329 3.851 1.799
C 1.155 -4.984 -2.909
H 1.522 -5.446 -3.829
C -4.387 1.753 0.906
C -0.130 2.842 -0.498
C 2.208 -3.330 0.061
H -0.633 5.470 1.683
H -0.231 -2.496 -2.092
H 3.033 2.310 3.514
H 0.429 3.794 -2.301
H 3.464 -4.752 3.507
C 2.572 -3.048 2.523
H -1.280 -0.064 -2.826
H 3.858 -4.870 -3.205
H 3.130 -3.891 0.107
C -1.853 -2.252 4.314
S -2.968 -3.225 5.120
C 0.422 0.764 -4.851
H 2.834 -1.972 -3.232
O -5.360 1.260 2.982
C 0.828 0.946 4.401
N -2.286 -1.802 3.162
C -4.394 1.326 -1.477
H 1.216 -2.390 -3.797
C -1.074 0.657 -0.828
O -0.876 1.560 1.386
C -3.575 -2.211 2.900
Se -1.747 -0.986 -0.130
H -4.780 4.627 -0.841
H 2.027 -5.161 2.559
C 3.497 -4.472 -2.255
H -0.871 -2.021 4.696
H 0.590 0.882 -5.924
H 1.387 0.596 -4.368
C 3.869 -2.234 2.492
C -4.102 -3.004 3.856
H -1.612 2.203 -5.979
C -4.519 2.685 -1.723
H 0.861 -3.247 3.848
S -0.900 0.759 4.301
C 2.197 -2.800 -3.549
C 0.554 3.237 -4.695
C -0.096 -1.937 -0.038
H 1.071 -5.758 -2.145
H 1.758 4.865 -1.041
H 0.140 5.582 -1.177
C 0.603 -1.942 1.176
```

net charge	0
frontier orbital gap	7.1	eV
HOMO	-0.297	Eh
ΔE to the lowest compared entry with this formula, charge and spin	0.702	eV

# 2
C23H29N3O6S | ωB97M-V/def2-TZVPD

```
62
Properties=species:S:1:pos:R:3
C 1.296 -0.743 -2.133
H -1.154 -3.037 -4.799
H 0.962 1.552 3.677
O 0.696 -3.664 2.831
C 1.971 -0.910 4.002
H -1.773 -3.233 -2.399
H -1.190 -1.603 -2.759
C 2.915 0.073 -0.549
N -3.505 0.180 0.479
C -0.948 0.387 1.168
C 4.685 4.343 -1.412
H 1.837 -0.401 4.953
H 0.502 -2.615 -4.348
C -5.322 0.979 -0.964
O 4.030 2.101 -0.911
C 1.024 -1.858 -1.328
H 1.940 -1.983 4.165
H -0.663 2.339 1.964
H -4.351 2.811 0.607
O -1.768 0.205 -1.325
O 4.387 1.046 1.038
H -4.673 1.706 -1.474
C 1.748 -1.992 -0.123
H -3.916 -0.626 -1.367
H -5.557 2.496 1.895
C 0.922 -0.482 3.027
H 3.222 -1.152 1.172
H -0.044 -3.526 -0.972
H 5.332 5.160 -1.107
N 1.418 -3.039 0.786
H -4.713 0.191 2.154
O -5.947 1.584 0.147
C 4.886 3.159 -0.484
S -2.093 0.886 -0.102
C 0.840 -2.801 1.993
N 0.101 -2.798 -1.654
C -0.385 -3.163 -4.042
H -6.125 0.667 -1.633
C 0.366 -1.379 2.112
C 0.523 0.853 2.981
C -4.474 -0.218 -0.525
H 3.651 4.674 -1.376
C 2.208 0.209 -1.744
C -0.387 1.299 2.041
H 2.379 1.077 -2.361
H -5.112 -0.993 -0.087
C -4.111 0.903 1.581
C -0.595 -0.943 1.208
H -0.130 -4.218 -3.977
C -0.893 -2.654 -2.693
C 3.850 1.092 -0.047
C -4.991 2.051 1.075
C 2.680 -1.048 0.245
H 4.643 3.415 0.553
H 1.793 -3.967 0.634
H 0.749 -0.605 -3.050
H 2.956 -0.640 3.618
H 5.924 2.805 -0.511
H 4.924 4.061 -2.434
H -3.307 1.286 2.210
O -2.168 2.322 -0.135
H -1.064 -1.619 0.511
```

net charge	0
frontier orbital gap	8.5	eV
HOMO	-0.296	Eh
ΔE to the lowest compared entry with this formula, charge and spin	0.933	eV
SMILES	CCNc1ccc(C(=O)OCC)cc1NC(=O)c1cc(S(=O)(=O)N2CCOCC2)ccc1C

# 3
C14H18 | ωB97M-V/def2-TZVPD

```
32
Properties=species:S:1:pos:R:3
H -1.754 2.316 0.747
H -0.076 -0.852 -2.598
C 2.352 1.312 -0.694
H -3.053 0.459 -0.889
C 4.276 0.176 0.446
H 1.515 -3.202 0.358
C -1.290 0.179 0.321
H 4.301 2.318 -0.224
H -0.968 2.162 -0.606
C 2.261 -1.017 0.043
H -2.858 -1.204 0.121
C -0.336 -0.522 -0.619
C 0.068 -1.935 -0.240
C -0.660 -0.265 -2.026
H -0.040 1.781 0.719
C 1.321 -2.155 0.122
C -2.805 -0.089 0.067
H 5.307 0.164 0.866
C 3.604 -1.037 0.473
C 3.674 1.353 -0.141
H -0.067 -0.783 2.071
H -1.263 0.599 2.510
H 3.981 -1.880 0.810
C 1.683 0.175 -0.335
H -1.634 -0.688 -2.280
H 1.826 2.199 -1.133
C -0.964 1.664 0.316
H -0.540 -2.826 -0.114
H -0.671 0.887 -2.320
H -1.840 -1.184 1.914
H -3.272 0.258 0.859
C -1.108 -0.348 1.799
```

net charge	0
frontier orbital gap	9.1	eV
HOMO	-0.304	Eh
ΔE to the lowest compared entry with this formula, charge and spin	1.454	eV

# 4
C16H33NNbOS | ωB97M-V/def2-TZVPD

```
53
Properties=species:S:1:pos:R:3
N -2.724 -2.738 1.027
C 3.263 1.632 -0.648
H -2.275 3.526 0.766
S -3.816 -1.196 3.041
H -0.750 1.465 -0.862
H 4.874 0.890 -1.855
C -1.188 1.136 1.232
H 0.207 -2.925 2.092
O -2.006 -2.930 -1.977
H -0.083 3.945 0.712
H 0.558 3.345 -0.780
C -2.184 2.940 -0.151
H -2.064 3.656 -0.964
H 1.957 -4.919 0.757
H -0.435 -0.805 -1.647
H 2.922 -0.465 -0.947
H 2.375 0.582 -2.251
H 0.449 -0.307 1.016
H 1.478 -4.857 2.493
C 2.446 0.493 -1.168
H 5.366 1.450 -0.262
H -3.595 -0.261 -3.040
H 4.931 2.640 -1.519
H -0.682 1.606 2.086
H 3.372 3.520 0.228
H -2.233 1.103 1.523
H -3.669 1.288 -2.235
C -3.310 -0.458 -0.909
C 0.245 3.033 0.217
C 2.796 2.607 0.140
H 1.601 -2.197 1.354
H -0.114 -4.157 -0.232
H -4.098 -1.187 -1.102
H 1.026 -2.958 -0.831
C 0.950 -3.066 1.308
C 1.510 2.484 0.933
C -3.148 0.331 -2.243
H 1.403 1.464 1.283
H -0.838 -0.782 2.079
C -0.940 2.063 0.028
H 1.657 3.092 1.825
C -3.332 -1.991 1.725
H -2.046 -3.841 -1.673
H -3.092 2.355 -0.245
Nb -1.461 -1.689 -0.442
C 4.714 1.658 -1.104
H 1.455 0.462 -0.735
H 2.844 -3.956 1.902
H -2.114 0.476 -2.541
C 0.271 -3.148 -0.061
C 1.840 -4.293 1.637
H -3.676 0.173 -0.097
C -0.637 -0.294 1.117
```

net charge	-1
frontier orbital gap	6.9	eV
HOMO	-0.158	Eh

# 5
C28H21CrF6N3O3PSe2 | ωB97M-V/def2-TZVPD

```
65
Properties=species:S:1:pos:R:3
C -1.449 0.389 -0.729
H 4.303 -0.712 0.367
H 5.041 -4.562 -0.835
C 3.918 -0.175 1.226
C 2.679 -3.701 4.166
C 3.209 3.039 -1.019
C 1.181 -4.674 -0.912
H 1.338 4.894 -1.253
O -1.829 2.112 0.855
H -3.450 1.081 -0.787
F 0.786 2.539 -3.771
C -1.083 1.243 0.457
C 4.175 0.789 3.396
F 2.155 4.201 -3.585
H 0.385 -0.856 2.986
C 1.432 -1.713 4.648
C 0.873 3.915 -1.130
H 1.069 -0.974 5.353
C -2.737 0.400 -1.229
P 0.916 -2.321 0.655
C 3.306 -5.636 -1.514
C 0.780 1.565 1.947
O 1.274 1.565 -1.377
F 4.006 1.970 -1.075
C 1.541 -2.548 2.379
C 3.222 -3.603 -0.244
H 2.540 -2.819 6.118
H 2.663 -4.368 2.136
F 3.879 4.050 -1.614
C 1.921 -5.665 -1.546
Se -1.134 -2.942 0.840
C 3.958 -4.598 -0.863
H 0.098 -4.699 -0.924
H -4.070 -0.491 -2.660
H 4.747 0.950 4.300
F 2.919 2.168 -3.671
C 2.328 -3.608 2.826
H -2.304 -2.047 -3.509
H 5.675 -0.406 2.409
H -0.018 -1.895 -2.556
H 1.409 -6.470 -2.061
Cr 1.296 -0.116 -0.336
C -0.819 -1.264 -2.196
C 4.685 0.026 2.354
C -2.090 -1.328 -2.731
H 3.880 -6.416 -1.999
H 0.650 3.746 -0.078
C -3.067 -0.470 -2.253
C 1.926 2.927 -3.176
N 0.145 0.879 0.954
C 1.825 -3.647 -0.239
C 1.072 -1.626 3.314
O 0.369 2.459 2.661
C 2.250 -2.748 5.077
H -0.062 3.874 -1.685
H 2.450 1.964 3.991
H 3.291 -4.530 4.502
C 2.916 1.338 3.242
C 1.794 2.795 -1.633
F 3.108 3.383 0.289
C 2.192 1.054 2.099
N -0.494 -0.411 -1.226
Se 2.651 -1.152 -2.093
N 2.673 0.295 1.100
H 3.722 -2.780 0.252
```

net charge	-1
frontier orbital gap (alpha / beta)	6.7 / 6.4	eV
HOMO (alpha / beta)	-0.168 / -0.166	Eh
ΔE to the lowest compared entry with this formula, charge and spin	1.440	eV
spin multiplicity	5

# 6
C4H6N2O | ωB97M-V/def2-TZVPD

```
13
Properties=species:S:1:pos:R:3
H -1.187 2.085 0.089
H 0.709 1.728 -1.052
N -0.413 -2.438 0.186
O 1.035 0.738 0.687
C 1.028 1.786 -0.017
C -0.948 -1.608 -0.746
H -1.295 1.400 -0.213
C 0.454 -1.667 0.850
C 0.394 -0.401 0.268
H 1.075 -2.024 1.661
H -1.734 -1.930 -1.421
H 1.364 2.693 0.471
N -0.482 -0.363 -0.763
```

net charge	0
frontier orbital gap (alpha / beta)	6.8 / 6.8	eV
HOMO (alpha / beta)	-0.303 / -0.303	Eh
ΔE to the lowest compared entry with this formula, charge and spin	4.801	eV

# 7
C43H112O13 | ωB97M-V/def2-TZVPD

```
168
Properties=species:S:1:pos:R:3
H -14.866 -16.225 13.612
O -12.410 -31.536 4.350
H -14.085 -26.330 17.075
H -15.928 -32.198 -1.555
H -3.522 -16.171 10.555
H -14.393 -20.116 -0.455
H -8.734 -32.156 15.430
H -21.557 -23.523 11.569
H -18.654 -15.305 6.505
H -15.489 -29.648 8.153
H -10.712 -22.797 6.032
H -11.835 -18.529 -0.055
C -15.601 -28.346 0.952
C -5.528 -9.251 -0.162
H -11.262 -12.368 2.210
O -12.595 -12.223 5.162
C -17.652 -14.880 6.457
C -9.370 -23.548 16.598
H -13.912 -16.766 11.362
H -7.816 -19.983 5.972
H -8.688 -22.998 15.950
H -4.263 -13.085 2.140
O -9.609 -21.149 6.512
H -17.426 -22.487 10.946
H -13.865 -19.053 -1.607
H -18.875 -10.791 5.456
H -10.891 -11.450 4.343
C -3.284 -20.490 9.320
H -15.804 -28.090 9.144
O -20.062 -21.452 11.432
C -13.820 -19.192 -0.527
H -15.205 -29.787 -1.411
H -20.719 -23.319 13.059
C -10.749 -21.975 6.747
C -4.854 -12.642 1.339
C -15.749 -31.698 -0.603
H -10.993 -30.924 2.973
H -19.005 -29.440 9.667
H -17.478 -30.596 8.669
H -18.082 -22.840 12.623
H -16.907 -29.820 -0.790
H -13.398 -12.216 4.636
H -14.629 -18.405 11.614
H -17.617 -11.627 4.518
H -17.924 -24.057 11.484
C -6.101 -8.987 -1.575
C -12.471 -19.404 0.081
O -5.334 -10.664 0.008
C -12.569 -25.133 16.064
H -3.887 -16.363 8.815
H -6.403 -29.213 11.694
H -10.191 -24.542 14.803
H -9.241 -20.902 -1.573
H -16.550 -28.393 7.578
H -10.423 -21.899 9.014
H -10.507 -32.142 4.327
H -9.733 -23.226 8.192
C -3.525 -18.271 9.931
H -12.902 -31.169 3.611
H -4.628 -8.701 0.113
H -3.810 -20.721 10.246
H -12.532 -27.046 17.043
H -10.509 -19.362 6.963
H -17.338 -14.661 7.478
H -7.419 -31.551 11.197
H -2.201 -20.546 9.429
H -10.925 -21.691 0.766
H -11.476 -23.153 8.354
H -8.513 -18.418 5.544
H -19.270 -12.036 4.316
H -4.058 -18.619 10.816
H -5.741 -10.868 2.055
C -18.177 -22.998 11.549
H -10.027 -20.266 0.552
H -19.385 -12.960 6.641
H -5.303 -9.147 -2.300
H -16.807 -29.938 10.173
C -20.583 -23.669 12.036
H -7.776 -18.720 7.129
H -12.808 -11.836 2.482
H -9.192 -19.987 8.051
O -11.240 -24.814 16.476
C -8.405 -19.146 6.348
H -19.787 -22.909 10.221
C -14.141 -17.551 12.083
C -3.698 -21.427 8.259
C -9.537 -19.852 7.026
O -11.859 -20.497 -0.631
H -14.364 -18.337 -0.124
H -6.459 -7.962 -1.478
O -3.582 -19.205 8.908
H -10.577 -30.216 5.958
C -17.225 -29.679 9.201
H -15.837 -28.247 2.011
C -13.026 -26.079 17.134
C -10.544 -30.078 4.878
H -10.264 -22.380 -1.692
H -14.671 -17.928 14.716
C -12.091 -12.546 2.895
H -16.414 -27.910 0.371
H -5.913 -31.441 11.896
C -16.179 -28.872 8.484
H -9.033 -22.224 -0.407
H -16.954 -16.117 4.835
H -9.274 -31.416 13.209
H -2.471 -18.289 10.211
H -12.618 -13.493 2.779
O -15.246 -18.166 13.985
H -16.163 -16.883 12.658
H -8.161 -29.465 12.139
H -6.767 -29.497 13.315
C -6.955 -31.218 12.126
H -6.993 -9.591 -1.739
H -9.987 -33.200 14.773
C -8.680 -32.328 13.271
H -3.056 -22.301 8.144
H -14.331 -26.530 0.731
H -11.703 -21.473 6.588
H -13.998 -27.704 -0.437
H -8.242 -33.663 14.928
H -13.117 -17.783 12.375
C -16.681 -15.857 5.858
C -3.887 -16.854 9.788
H -9.753 -22.741 17.222
O -17.776 -13.756 5.594
H -4.306 -13.039 0.485
H -4.961 -16.866 9.972
H -17.823 -12.264 7.082
C -4.970 -11.172 1.347
H -16.606 -32.186 -0.138
O -7.324 -31.989 13.275
C -18.402 -12.685 6.259
H -11.086 -13.291 4.535
H -20.352 -24.734 12.010
H -13.257 -24.308 16.249
H -8.978 -24.382 17.182
C -9.757 -21.687 -1.020
C -14.326 -27.612 0.599
C -7.123 -29.746 12.315
H -19.335 -20.932 11.780
H -14.803 -32.015 -0.164
H -12.591 -19.692 1.125
C -18.543 -11.758 5.079
H -16.692 -16.817 6.373
C -10.589 -22.551 8.157
O -15.548 -29.727 0.730
H -5.806 -13.172 1.320
C -8.952 -32.884 14.649
C -11.048 -31.250 4.011
H -12.732 -25.471 15.041
H -6.302 -8.891 0.516
C -15.197 -17.128 13.099
H -4.683 -21.840 8.474
C -10.655 -20.965 0.000
H -3.583 -20.972 7.275
H -15.640 -15.542 5.933
C -15.886 -30.177 -0.654
C -19.591 -22.774 11.285
H -13.526 -27.907 1.277
C -10.588 -24.021 15.674
H -4.030 -10.647 1.516
O -18.338 -28.809 9.388
H -11.081 -29.140 4.738
H -12.765 -25.712 18.127
C -11.536 -12.327 4.299
H -8.844 -33.060 12.480
H -9.505 -29.812 4.683
H -11.274 -23.239 15.348
```

net charge	0
frontier orbital gap	9.8	eV
HOMO	-0.350	Eh
ΔE to the lowest compared entry with this formula, charge and spin	6.024	eV

no.,energy (eV)
1,-225161.2119
2,-51912.8857
3,-14805.5607
4,-33048.3447
5,-224704.5422
6,-9268.7013
7,-73014.0887